# 1
{
  "formula": "CH16N2O5",
  "method": "the ωB97M-V functional and the def2-TZVPD basis",
  "e_homo_ev": -9.08,
  "smiles": "NCN.O.O.O.O.O",
  "de_lowest_ev": 0.864,
  "gap_ev": 9.4,
  "species": ["N", "C", "N", "H", "H", "H", "H", "H", "H", "H", "H", "O", "H", "H", "O", "H", "H", "O", "H", "H", "O", "H", "H", "O"],
  "xyz": [[2.928654, -1.142546, -0.917320], [2.078849, -0.251159, -0.151106], [0.690929, -0.682110, -0.079853], [2.878787, -2.105039, -0.572593], [2.701458, -1.187838, -1.897801], [2.491410, -0.261657, 0.850907], [2.225192, 0.731413, -0.609651], [0.277650, -0.657686, 0.845706], [0.094155, -0.170436, -0.705929], [-0.686177, -0.206995, 2.650329], [-1.014010, -1.750665, 2.859861], [-1.251623, -0.946078, 2.393677], [-0.737807, 2.368876, -1.375419], [-0.397857, 1.114334, -2.052244], [0.043858, 1.933835, -1.748345], [-2.173714, 0.585338, -3.233823], [-2.270940, -0.498030, -2.081286], [-1.683358, -0.044073, -2.701512], [1.297687, 1.018876, 2.590742], [0.646980, 2.313213, 2.332613], [0.868442, 1.738157, 3.078020], [-1.834319, -1.285340, -0.181969], [-2.802754, -0.696598, 0.830015], [-2.693248, -0.846183, -0.120532]],
  "atomic_forces_ev_per_a": [[0.52, -0.71, 0.25], [0.24, -0.61, -0.61], [-0.24, -0.11, 0.27], [-0.09, 0.49, -0.05], [-0.23, 0.24, -0.15], [0.08, 0.25, 0.32], [-0.36, 0.07, 0.28], [0.16, 0.02, -0.23], [-0.02, 0.21, -0.06], [-0.03, -0.22, 0.50], [0.28, 0.22, 0.24], [-0.33, 0.18, -0.42], [0.43, 0.27, 0.04], [0.33, 0.16, -0.28], [-0.78, -0.20, 0.14], [-0.37, -0.15, 0.09], [-0.31, 0.45, -0.10], [0.55, -0.27, -0.06], [0.23, 0.03, 0.38], [-0.13, 0.28, 0.29], [-0.08, -0.44, -0.82], [-0.05, -0.04, 0.26], [0.14, -0.05, -0.22], [0.06, -0.09, -0.07]],
  "lowdin_charge": [-0.018, -0.372, 0.024, 0.065, 0.055, 0.093, 0.102, 0.016, 0.016, 0.027, 0.062, -0.047, 0.042, -0.017, -0.084, 0.061, 0.024, -0.050, 0.017, 0.049, -0.050, 0.021, 0.030, -0.066]
}

***

# 2
{
  "formula": "CH16Na5O11",
  "method": "the ωB97M-V functional and the def2-TZVPD basis",
  "spin_multiplicity": 2,
  "charge": 2,
  "e_homo_ev": [-11.77, -15.70],
  "s_squared": 0.75,
  "gap_ev": [4.1, 7.7],
  "species": ["Na", "Na", "Na", "Na", "Na", "C", "O", "O", "O", "O", "H", "H", "O", "H", "H", "O", "H", "H", "O", "H", "H", "O", "H", "H", "O", "H", "H", "O", "H", "H", "O", "H", "H"],
  "xyz": [[0.087534, -3.899383, 1.069091], [-1.351822, -0.673429, 2.495103], [-1.953328, 1.971886, 0.115431], [-2.396316, -2.298407, -0.285670], [2.917666, -1.941034, 0.942703], [0.106853, -0.538310, -0.152879], [0.405627, -1.503913, 0.615560], [-0.027513, 0.545164, 0.448235], [-0.400524, -0.748749, -1.283169], [2.136499, 1.172861, -2.105574], [2.598183, 0.819337, -1.345243], [1.216434, 1.188000, -1.841991], [0.697660, 3.062950, -0.384181], [0.725223, 2.197671, 0.024187], [1.576254, 3.418964, -0.251674], [1.304076, -2.307822, -2.856134], [1.550087, -1.763777, -3.604288], [0.790899, -1.726405, -2.295035], [-2.003927, 1.161055, -2.201832], [-2.874386, 0.788273, -2.061966], [-1.402037, 0.500613, -1.858649], [1.355489, 1.293627, 2.682207], [0.817075, 0.928399, 1.980108], [1.900555, 1.950849, 2.249530], [0.213872, -2.137848, 3.852557], [0.903823, -2.530101, 3.317457], [0.681633, -1.697204, 4.561961], [-1.477763, 2.321938, 2.329971], [-1.519801, 2.017648, 3.236541], [-0.705282, 2.886482, 2.301885], [-1.799023, -1.542001, -3.584024], [-1.345192, -1.397906, -2.753658], [-2.728528, -1.519428, -3.356559]],
  "atomic_forces_ev_per_a": [[-0.26, 0.11, -0.31], [0.68, -0.08, 0.00], [0.46, 0.48, -0.51], [0.11, 0.02, -0.51], [-0.22, 0.47, -0.40], [-2.69, -0.70, 0.35], [2.35, -3.85, 1.48], [-0.16, 3.26, 0.61], [0.21, -0.23, -0.85], [0.30, -0.24, -0.16], [0.24, -0.01, 0.08], [-0.37, 0.21, -0.13], [-0.51, 0.33, 0.39], [-0.03, -0.58, 0.01], [0.23, 0.41, -0.28], [0.44, -0.54, 0.35], [0.12, 0.09, -0.33], [-0.34, 0.33, 0.06], [-0.82, 1.29, 0.77], [-0.45, -0.10, -0.55], [0.96, -0.82, -0.10], [0.31, -0.12, 0.86], [-0.34, -0.23, -0.92], [0.25, 0.29, 0.06], [-0.59, 0.15, -0.46], [0.23, 0.01, 0.05], [0.20, 0.17, 0.55], [-0.55, -0.50, -0.21], [-0.10, 0.35, 0.40], [0.52, 0.28, 0.04], [-0.24, -0.41, 0.05], [0.49, 0.11, 0.01], [-0.40, 0.06, -0.38]],
  "mulliken_spin": [0.152, 0.072, 0.017, 0.271, 0.026, 0.089, 0.261, -0.071, 0.136, 0.002, -0.003, 0.000, 0.000, 0.003, 0.000, 0.007, -0.001, -0.006, -0.006, 0.008, -0.035, 0.003, 0.013, 0.000, 0.015, 0.006, -0.002, 0.009, 0.000, 0.000, 0.014, 0.031, -0.012]
}

***

# 3
{
  "formula": "CH18BeO8",
  "method": "the ωB97M-V functional and the def2-TZVPD basis",
  "charge": 2,
  "e_homo_ev": -17.18,
  "de_lowest_ev": 2.017,
  "gap_ev": 8.5,
  "species": ["Be", "O", "H", "H", "O", "H", "H", "O", "H", "H", "O", "H", "H", "O", "H", "H", "O", "H", "H", "O", "H", "H", "C", "O", "H", "H", "H", "H"],
  "xyz": [[-0.080170, -0.200992, 0.245779], [-2.041298, 1.524660, 0.499899], [-1.823494, 2.411901, 0.214244], [-2.873179, 1.619338, 0.963833], [1.426995, 0.180694, 2.182223], [2.074583, -0.418258, 2.553848], [1.506270, 0.976391, 2.708357], [-1.206634, -2.093832, -1.080880], [-1.987291, -2.225696, -1.618857], [-0.710085, -2.906716, -1.175169], [-1.332746, -0.410773, 2.456643], [-2.273623, -0.581658, 2.498768], [-1.137047, 0.056252, 3.268942], [0.867177, 2.087151, -0.073292], [0.301841, 2.859477, -0.084707], [1.750770, 2.438131, 0.037602], [2.240882, -1.150820, -0.638649], [2.928430, -1.005192, 0.011198], [2.713205, -1.335607, -1.450444], [-0.036342, -2.763829, 1.296921], [0.644319, -2.846548, 1.964813], [-0.652714, -3.469213, 1.493766], [0.291333, 1.266481, -2.755101], [-0.717970, 0.568406, -2.093566], [1.299150, 0.941472, -2.496689], [0.275767, 1.161391, -3.839913], [0.100955, 2.339671, -2.744379], [-1.549085, 0.977718, -2.345191]],
  "atomic_forces_ev_per_a": [[-0.42, 0.23, -0.03], [0.83, -0.43, -0.41], [-0.11, 0.27, -0.15], [-0.35, -0.15, 0.28], [-0.50, -0.35, -1.01], [0.20, -0.40, 0.12], [-0.11, 0.52, 0.04], [0.43, 0.71, 0.69], [-0.37, 0.33, -0.26], [0.40, -0.26, 0.18], [0.45, -0.12, -0.90], [-0.40, -0.22, -0.12], [0.29, 0.25, 0.24], [-0.54, -1.04, 0.37], [-0.20, 0.23, -0.05], [0.53, -0.09, 0.06], [-1.09, 0.46, 0.69], [0.27, 0.06, 0.24], [-0.06, -0.11, -0.55], [0.52, 0.76, -0.42], [0.20, -0.14, 0.24], [-0.44, -0.15, 0.00], [0.90, 1.27, -2.26], [0.12, -1.01, 1.47], [-0.35, 0.28, 0.62], [-0.41, -0.93, -0.24], [0.60, 0.23, 0.94], [-0.39, -0.17, 0.24]],
  "lowdin_charge": [1.090, -0.032, 0.052, 0.076, -0.015, 0.079, 0.081, -0.028, 0.077, 0.061, -0.035, 0.074, 0.070, -0.018, 0.068, 0.089, -0.016, 0.054, 0.077, -0.045, 0.057, 0.073, -0.160, -0.118, 0.084, 0.099, 0.094, 0.110]
}

***

# 4
{
  "formula": "CH18O13V",
  "method": "the ωB97M-V functional and the def2-TZVPD basis",
  "spin_multiplicity": 2,
  "e_homo_ev": [-8.38, -8.44],
  "s_squared": 0.78,
  "gap_ev": [6.7, 6.8],
  "species": ["O", "V", "C", "O", "O", "O", "O", "H", "H", "O", "H", "H", "O", "H", "H", "O", "H", "H", "O", "H", "H", "O", "H", "H", "O", "H", "H", "O", "H", "H", "O", "H", "H"],
  "xyz": [[-0.663333, -0.165303, 0.229061], [0.914667, 0.356697, 0.268061], [0.865667, -0.416303, 2.517061], [1.402667, -1.150303, 1.449061], [1.074667, -0.806303, 3.705061], [0.304667, 0.622697, 2.170061], [-2.078333, -2.082303, -0.645939], [-1.550333, -1.378303, -0.247939], [-1.473333, -2.752303, -0.924939], [0.333667, 1.283697, -1.550939], [-0.473333, 0.913697, -1.912939], [1.034667, 1.333697, -2.189939], [-0.215333, -3.172303, 1.739061], [-0.383333, -3.434303, 0.822061], [0.311667, -2.353303, 1.751061], [2.914667, 0.271697, -0.356939], [3.133667, 0.979697, -0.994939], [3.435667, 0.586697, 0.445061], [-2.800333, 0.257697, 1.373061], [-3.345333, -0.447303, 1.051061], [-1.927333, 0.072697, 1.043061], [1.037667, -1.426303, -1.270939], [1.848667, -1.480303, -1.773939], [0.451667, -1.609303, -1.953939], [-1.272333, 2.529697, 0.224061], [-1.180333, 2.948697, -0.593939], [-1.057333, 3.252697, 0.850061], [1.536667, 2.344697, 0.598061], [1.682667, 2.539697, 1.564061], [1.742667, 3.197697, 0.183061], [-1.890333, 0.069697, -2.419939], [-1.682333, -0.193303, -3.258939], [-2.033333, -0.694303, -1.885939]],
  "atomic_forces_ev_per_a": [[3.50, 0.57, -2.21], [-6.77, -4.06, 2.94], [3.44, -4.69, 5.32], [0.17, 2.91, 0.08], [-0.80, 0.89, -3.34], [0.05, 3.94, -1.29], [-1.39, -0.04, -0.95], [0.69, 0.22, 0.75], [0.50, -0.71, -0.06], [1.74, 1.59, 0.22], [-1.42, -0.82, -0.55], [-0.04, 0.01, -0.94], [-0.58, -0.76, 0.00], [0.27, 0.43, 0.53], [0.02, -0.62, -0.53], [2.09, 1.34, 0.39], [-0.01, -0.45, 0.16], [-0.75, -1.02, -1.06], [-1.44, 0.79, 0.93], [-0.45, -0.61, -0.12], [0.58, 0.16, 0.00], [2.08, 0.25, 0.84], [1.01, -0.21, 0.31], [-2.61, -0.40, -1.62], [0.04, 0.37, 2.53], [0.07, 0.88, -2.22], [-0.45, -0.80, -0.21], [1.38, 1.87, 1.73], [-0.61, -0.65, -0.92], [-0.28, -0.46, -0.32], [0.00, 2.88, 2.05], [0.46, -1.25, -3.47], [-0.52, -1.57, 1.05]],
  "mulliken_spin": [-0.212, 1.220, 0.007, -0.040, -0.004, -0.023, -0.003, 0.007, 0.000, 0.027, -0.003, 0.001, -0.001, 0.000, 0.002, 0.002, 0.001, 0.000, -0.007, 0.000, 0.005, 0.005, -0.001, 0.002, 0.003, 0.001, 0.000, 0.009, 0.002, 0.002, -0.001, 0.000, 0.000]
}